1.
# C2H3OPS

C2H3OPS in the gas phase in a non-equilibrium geometry (ωB97M-V/def2-TZVPD, OMol25).

Structure (XYZ):
```
8
Properties=species:S:1:pos:R:3:mulliken_charge:R:1
O 1.2730 1.2618 0.7696 -0.44
C 0.1571 0.9232 0.8058 0.12
C -0.3653 0.0654 -0.2800 -0.68
P 1.1542 -0.8611 -1.0041 0.26
S 0.4954 -2.7250 -0.7198 -0.28
H -0.5782 1.1997 1.5787 0.34
H -0.9407 0.8046 -0.9824 0.29
H -1.1957 -0.6685 -0.1678 0.39
```

Summary:
**Structure (SMILES)**: O=CCP=S
**Relative energy (zero: lowest compared OMol25 entry of this formula, charge and spin)**: 58.7 kJ/mol
**LUMO**: -1.5 eV
**E_HOMO**: -8.91 eV
**Net charge**: 0

2.
# C24H53FNO14S

7 unconnected molecules or ions with the total composition C24H53FNO14S in a non-equilibrium geometry (ωB97M-V/def2-TZVPD, OMol25).

Structure (XYZ):
```
94
Properties=species:S:1:pos:R:3:mulliken_charge:R:1
C -4.2514 -2.4760 3.3122 -1.33
C -2.9701 -1.5711 3.3328 0.41
C -1.8992 -1.9674 2.1887 -0.69
C -1.9760 -0.8367 1.1229 -0.81
C -1.1073 0.3869 1.2001 1.30
S 0.0756 0.4710 2.5552 1.34
O -0.5415 0.2108 3.8392 -0.58
O 0.8729 1.6678 2.6381 -0.52
F 1.1550 -0.7925 2.3118 -0.24
C -1.3069 1.4028 0.1670 0.87
C -0.4578 2.7158 0.1346 -1.36
O 0.6522 2.5964 -0.7755 -0.35
C 1.6666 1.7088 -0.2922 0.58
C 2.6681 1.4755 -1.5107 -0.92
O 3.8844 2.2121 -1.3418 -0.27
C 4.9913 1.2763 -1.4251 -0.58
C 6.1917 2.0042 -0.6743 -0.41
O 5.6371 2.4406 0.5829 -0.15
C 6.6208 2.4403 1.6321 -0.44
C 7.1952 3.9192 1.7279 -0.88
C -2.2968 1.2097 -0.9133 0.55
C -2.5406 2.2256 -2.0740 -2.14
C -3.8136 3.0819 -1.7397 0.68
O -4.0754 3.3613 -0.6084 -0.49
O -4.5972 3.4647 -2.8132 -0.48
C -3.0701 -0.0081 -0.8893 -0.74
N -2.8837 -0.9845 0.0917 1.08
O -3.6609 -2.0841 -0.0435 -0.35
C -2.9221 -3.1934 -0.6434 -0.55
C -2.7275 -3.0943 -2.1978 1.33
C -3.9242 -3.7295 -3.0443 -1.45
C -1.3774 -3.8878 -2.5533 -1.40
C -0.2667 -2.9356 -3.1590 1.16
C -0.7223 -2.2201 -4.5077 -1.11
C 1.0451 -3.7609 -3.4985 -1.57
H -4.0369 -3.5728 3.4536 0.35
H -4.8868 -2.1821 4.1980 0.41
H -4.9112 -2.2984 2.4147 0.22
H -2.4680 -1.6089 4.3400 0.53
H -3.3261 -0.5104 3.2029 -0.61
H -2.2150 -2.9737 1.8251 0.48
H -0.9006 -2.0858 2.6705 0.17
H -0.1837 3.1335 1.1316 -0.02
H -1.1211 3.4942 -0.3432 0.71
H 1.3034 0.6866 0.0012 -0.16
H 2.2630 2.1082 0.5695 0.22
H 2.8159 0.3830 -1.7328 0.42
H 2.1618 1.8969 -2.4332 0.24
H 4.7774 0.3594 -0.7994 0.50
H 5.2428 1.0155 -2.4859 0.23
H 7.0738 1.3266 -0.5624 0.40
H 6.3972 2.9391 -1.2810 0.12
H 6.0716 2.1865 2.5857 0.23
H 7.4226 1.6656 1.5148 0.33
H 6.3416 4.5831 2.0102 0.23
H 7.5475 4.2002 0.6939 0.24
H 8.0271 3.9609 2.4732 0.36
H -1.6262 2.8694 -2.1939 0.43
H -2.6937 1.6489 -3.0306 0.69
H -4.1875 3.1181 -3.6293 0.40
H -3.8055 -0.1757 -1.7048 0.53
H -1.9059 -3.2404 -0.1757 0.14
H -3.5243 -4.1225 -0.4378 0.44
H -2.5718 -2.0592 -2.5954 -0.27
H -4.1741 -3.0056 -3.8708 0.34
H -3.6408 -4.6869 -3.5511 0.33
H -4.8077 -3.8561 -2.3701 0.41
H -0.9285 -4.3804 -1.6398 0.30
H -1.5408 -4.7072 -3.2970 0.38
H 0.0526 -2.1288 -2.4332 -0.15
H -1.7767 -2.5148 -4.7479 0.23
H -0.0336 -2.5026 -5.3481 0.46
H -0.6238 -1.1049 -4.3932 0.13
H 1.3671 -4.3782 -2.6221 0.38
H 0.9329 -4.3740 -4.4272 0.37
H 1.8642 -3.0060 -3.6858 0.39
O -4.2975 0.9979 4.8211 -0.58
H -4.4254 1.7163 5.4512 0.30
H -3.3690 1.0704 4.5714 0.26
O 2.4095 -3.0343 4.4523 -0.65
H 3.0236 -2.5654 5.0288 0.30
H 2.1275 -2.3622 3.8128 0.28
O 5.9626 4.6001 -2.9511 -0.67
H 5.4055 3.8824 -2.6258 0.31
H 5.7524 5.3400 -2.3697 0.32
O -0.1927 5.2904 2.4036 -0.60
H 0.6438 4.8454 2.5850 0.29
H -0.2024 6.0337 3.0176 0.30
O 0.5786 -4.8228 2.5245 -0.61
H 1.1999 -4.3768 3.1096 0.39
H 0.3305 -4.1398 1.8926 0.25
O -4.4041 1.5198 1.9124 -0.47
H -5.2150 1.0223 1.7546 0.30
H -4.3674 2.1525 1.1835 0.26
```

Summary:
**LUMO**: -4.9 eV
**E_HOMO**: -11.36 eV
**Net charge**: +1

3.
# C24H40BrN4O3V

A molecular structure, C24H40BrN4O3V (ωB97M-V/def2-TZVPD, OMol25).

Structure (XYZ):
```
73
Properties=species:S:1:pos:R:3:mulliken_charge:R:1
V 0.3077 0.1445 -0.1388 0.53
C -3.1562 1.7609 1.9356 -1.89
C -1.9943 0.8092 1.7566 2.23
C -1.4180 0.3199 3.0791 -1.65
O -0.9438 1.4837 0.9972 -0.26
C -2.3558 -0.4395 0.9140 -0.13
O -1.4310 -1.1425 0.4789 -0.55
O -3.5982 -0.6841 0.7814 -0.64
H -2.8247 2.6303 2.5052 0.44
H -3.9683 1.2810 2.4763 0.40
H -3.5382 2.0944 0.9712 0.34
H -1.1147 1.1760 3.6861 0.46
H -0.5561 -0.3288 2.9126 0.25
H -2.1705 -0.2345 3.6393 0.47
H -0.3963 2.0138 1.5937 0.05
C -2.6410 3.7353 -3.1166 -1.53
C -1.4468 2.8267 -3.1413 0.49
C -0.5973 2.7407 -4.2394 -0.50
C 0.4711 1.8670 -4.2145 -0.82
C 0.6711 1.1018 -3.0784 0.06
Br 2.1281 -0.0809 -3.0576 0.01
N -0.1089 1.1696 -2.0020 0.77
C -1.1513 2.0160 -2.0607 -0.65
H -2.5370 4.5333 -3.8494 0.41
H -2.7718 4.1918 -2.1359 0.38
H -3.5527 3.1847 -3.3540 0.29
H -0.7710 3.3567 -5.1127 0.43
H 1.1450 1.7715 -5.0520 0.48
H -1.7694 2.0586 -1.1724 0.42
C 0.9766 -4.0647 -0.1116 -1.44
C 1.6288 -3.0153 0.7421 0.31
C 2.1182 -3.3081 1.9974 -1.05
C 2.7502 -2.3237 2.7666 0.32
C 3.3448 -2.6821 4.1017 -1.66
C 2.8321 -1.0220 2.3103 -0.61
C 2.3120 -0.6665 1.0441 2.26
C 1.7733 -1.7124 0.2544 -0.16
N 2.1245 0.5865 0.5210 0.41
C 2.8475 1.7828 0.9444 0.98
C 4.3552 1.5914 0.7716 -1.68
C 2.3818 2.8938 -0.0013 -1.59
C 2.5292 2.2162 2.3876 -1.33
H 1.1292 -5.0620 0.2972 0.41
H 1.3733 -4.0502 -1.1286 0.36
H -0.1005 -3.8874 -0.1718 0.06
H 2.0454 -4.3184 2.3815 0.34
H 2.9919 -3.6526 4.4467 0.40
H 3.0970 -1.9380 4.8590 0.37
H 4.4332 -2.7276 4.0330 0.32
H 3.2876 -0.2765 2.9447 0.32
H 1.5973 -1.5264 -0.8098 -0.40
H 4.5902 1.3794 -0.2721 0.35
H 4.7196 0.7614 1.3774 0.35
H 4.8977 2.4900 1.0713 0.46
H 2.5602 2.6038 -1.0381 0.29
H 2.9091 3.8279 0.1963 0.56
H 1.3088 3.0868 0.1142 0.12
H 1.4854 2.0026 2.6426 0.00
H 2.6982 3.2866 2.5130 0.47
H 3.1429 1.7058 3.1284 0.40
N -4.1088 -2.5367 -0.8447 -0.46
C -3.0430 -2.8537 -1.8314 -0.40
C -2.5201 -1.5750 -2.4828 0.18
N -1.5542 -1.7703 -3.5499 -0.53
H -4.3688 -3.3746 -0.3319 0.32
H -4.9488 -2.2294 -1.3285 0.32
H -3.7876 -1.5670 0.0569 0.42
H -3.4180 -3.5504 -2.5843 0.45
H -2.2304 -3.3392 -1.2907 -0.01
H -2.0317 -1.0018 -1.6972 -0.34
H -3.3532 -0.9824 -2.8716 0.41
H -1.9478 -2.2807 -4.3307 0.28
H -0.7379 -2.2770 -3.2279 0.15
```

Summary:
**Relative energy (zero: lowest compared OMol25 entry of this formula, charge and spin)**: 4.5 kJ/mol
**LUMO (alpha / beta)**: -2.2 / -2.4 eV
**Multiplicity**: 4
**E_HOMO (alpha / beta)**: -9.06 / -9.67 eV
**Net charge**: +1

4.
# C31H22F13N4O2PdS

A molecular structure, C31H22F13N4O2PdS (ωB97M-V/def2-TZVPD, OMol25).

Structure (XYZ):
```
74
Properties=species:S:1:pos:R:3:mulliken_charge:R:1
Pd 0.0653 -0.3991 -1.2687 0.14
C 0.7177 -3.1665 -2.5417 -1.02
N -0.1130 -2.6318 -1.4532 0.69
C 0.3387 -3.1383 -0.1513 -1.48
C 1.7097 -2.5811 0.2648 -0.87
N 2.0035 -1.3204 -0.4049 1.40
C 3.1730 -0.7022 -0.2360 -0.72
C 3.5738 0.2478 -1.2121 0.31
F 2.8654 0.3655 -2.3243 -0.50
C 4.7019 1.0143 -1.0733 0.38
F 5.0576 1.8756 -2.0119 -0.35
C 5.4903 0.8717 0.0646 0.57
F 6.5684 1.6132 0.2140 -0.28
C 5.1581 -0.0635 1.0401 0.35
F 5.9144 -0.1770 2.1232 -0.32
C 4.0461 -0.8512 0.8793 0.44
F 3.7569 -1.7152 1.8494 -0.38
C -1.5371 -2.9021 -1.6930 -1.07
C -2.0900 -2.0016 -2.7897 -0.99
N -1.8496 -0.6081 -2.4378 0.66
C -2.3558 0.3962 -3.1464 -0.22
C -2.3471 1.6940 -2.5526 -0.06
F -2.0230 1.8224 -1.2748 -0.23
C -2.7476 2.8134 -3.2343 0.02
F -2.7353 4.0021 -2.6536 -0.27
C -3.1960 2.6962 -4.5469 0.65
F -3.5785 3.7652 -5.2085 -0.26
C -3.2578 1.4459 -5.1632 0.20
F -3.6727 1.3595 -6.4157 -0.27
C -2.8679 0.3262 -4.4757 0.62
F -2.8948 -0.8393 -5.1179 -0.29
H 0.6551 -4.2598 -2.5703 0.32
H 1.7539 -2.8706 -2.3965 0.23
H 0.3906 -2.7710 -3.5008 0.22
H 0.3678 -4.2342 -0.1588 0.53
H -0.3971 -2.8188 0.5791 0.38
H 2.5174 -3.2869 0.0505 0.72
H 1.6934 -2.4491 1.3481 0.20
H -2.0769 -2.7296 -0.7613 0.30
H -1.6929 -3.9507 -1.9724 0.43
H -3.1612 -2.1860 -2.9066 0.53
H -1.6332 -2.2362 -3.7536 0.57
F 1.2193 4.2616 -0.0659 -0.27
C 1.6138 3.6123 -1.1729 0.54
F 1.2398 4.3285 -2.2271 -0.24
F 2.9602 3.5617 -1.1564 -0.22
C 1.0516 2.1775 -1.1856 0.48
O 1.2304 1.5178 -0.1453 -0.22
O 0.4949 1.7640 -2.2234 -0.80
N -0.9639 -0.5525 0.6204 -0.03
S -0.8755 0.8200 1.5492 1.04
C 0.4289 0.4288 2.6693 0.14
C 1.3880 1.4049 2.8806 -0.15
C 2.4310 1.1315 3.7595 -0.79
C 2.4959 -0.0971 4.3969 -0.52
C 1.5213 -1.0676 4.1710 -0.75
C 0.4783 -0.8094 3.3000 -0.17
C -2.3181 0.7256 2.5913 0.50
C -3.5599 0.6863 1.9659 -0.34
C -4.7089 0.7014 2.7398 -0.85
C -4.6169 0.7743 4.1231 -0.51
C -3.3746 0.8413 4.7345 -0.84
C -2.2146 0.8171 3.9725 -0.52
H -1.9521 -0.6873 0.4146 -0.07
H 1.3347 2.3438 2.3471 0.47
H 3.1926 1.8789 3.9374 0.49
H 3.3122 -0.3078 5.0755 0.42
H 1.5782 -2.0215 4.6787 0.45
H -0.2930 -1.5450 3.1082 0.47
H -3.6412 0.6679 0.8848 0.31
H -5.6780 0.6665 2.2608 0.42
H -5.5161 0.7864 4.7238 0.40
H -3.3018 0.9072 5.8117 0.41
H -1.2482 0.8637 4.4546 0.45
```

Summary:
**Relative energy (zero: lowest compared OMol25 entry of this formula, charge and spin)**: 0.0 kJ/mol
**LUMO (alpha / beta)**: -2.2 / -5.0 eV
**Multiplicity**: 5
**E_HOMO (alpha / beta)**: -11.09 / -11.63 eV
**Net charge**: +1

5.
# C9H17PS

2 unconnected molecules or ions with the total composition C9H17PS in a non-equilibrium geometry (ωB97M-V/def2-TZVPD, OMol25).

Structure (XYZ):
```
28
Properties=species:S:1:pos:R:3:mulliken_charge:R:1
C 0.8306 0.1509 -2.4841 -0.91
C 0.3692 0.3780 -1.2333 0.61
C -0.8009 1.2338 -0.8217 -0.77
C -0.4540 1.8302 0.5518 -0.82
C 0.1074 0.7087 1.4248 0.09
C -0.9903 -0.1831 1.9911 -1.22
C -0.5720 -1.6021 1.8665 -0.68
C -0.0189 -1.8846 0.4768 0.08
C 0.6495 -3.2318 0.4823 -1.55
P 1.2033 -0.3119 0.2035 -0.28
H 1.6823 -0.4979 -2.7929 0.24
H 0.3926 0.6791 -3.3672 0.26
H -1.6339 0.4839 -0.8673 0.24
H -1.0906 1.9691 -1.5250 0.58
H 0.1769 2.7420 0.3768 0.26
H -1.4882 2.2628 0.9389 0.27
H 0.7026 1.1993 2.1409 0.58
H -1.9505 0.1243 1.6238 0.43
H -1.0337 0.0568 3.0067 0.36
H 0.2326 -1.8809 2.5248 0.40
H -1.4320 -2.3360 2.0381 0.32
H -0.6871 -1.8051 -0.3668 0.36
H 1.4650 -3.2970 -0.3542 0.33
H -0.1816 -3.9204 0.4429 0.39
H 1.3004 -3.3199 1.2810 0.45
S 0.7948 3.9256 -2.3225 -0.33
H 0.3884 2.9072 -3.1591 0.14
H 2.0381 3.6191 -2.0767 0.16
```

Summary:
**Structure (SMILES)**: C=C1CC[C@H]2CC[C@H](C)P12.S
**Relative energy (zero: lowest compared OMol25 entry of this formula, charge and spin)**: 127.3 kJ/mol
**LUMO**: 0.8 eV
**E_HOMO**: -8.39 eV
**Net charge**: 0

6.
# C2H9OS

2 unconnected molecules or ions with the total composition C2H9OS (ωB97M-V/def2-TZVPD, OMol25).

Structure (XYZ):
```
13
Properties=species:S:1:pos:R:3:mulliken_charge:R:1
O 1.1478 1.7976 1.4636 -0.62
H 0.4700 2.0041 2.1192 0.32
H 1.7796 2.5194 1.5775 0.30
H 0.6067 0.8679 -0.2691 0.31
C -0.3065 -1.0077 0.8491 -0.80
S 0.6626 -0.4459 -0.5850 0.23
C -0.5275 -0.5505 -1.9485 -0.77
H -0.9743 -1.7827 0.4881 0.37
H 0.3750 -1.4334 1.5795 0.34
H -0.8869 -0.1939 1.2568 0.33
H -1.2682 -1.3124 -1.7013 0.30
H 0.0024 -0.8409 -2.8419 0.34
H -1.0806 0.3783 -1.9880 0.35
```

Summary:
**Relative energy (zero: lowest compared OMol25 entry of this formula, charge and spin)**: 14.3 kJ/mol
**LUMO**: -3.5 eV
**E_HOMO**: -16.15 eV
**Net charge**: +1

7.
# C27H30Br2N3OSSb2W

A molecular structure, C27H30Br2N3OSSb2W (ωB97M-V/def2-TZVPD, OMol25).

Structure (XYZ):
```
67
Properties=species:S:1:pos:R:3:mulliken_charge:R:1
W 0.3064 -0.9808 0.4653 0.26
C 3.2522 1.9108 -0.3742 -1.36
Sb 1.1493 1.6386 -0.3144 0.85
C 0.4810 3.1219 1.0472 -1.13
C 0.4966 2.3500 -2.2440 -1.44
C -0.7745 3.1357 -2.1325 0.50
C -0.6908 4.5182 -1.9712 -0.64
C -1.8255 5.3024 -1.8434 -0.59
C -3.0774 4.7061 -1.8797 -0.78
C -3.1749 3.3360 -2.0558 -0.66
C -2.0394 2.5361 -2.1836 0.69
C -2.2278 1.0662 -2.4304 -1.40
Sb -2.1741 -0.0661 -0.5992 0.57
C -3.5795 -1.6248 -0.9047 -1.22
C -3.1133 1.2160 0.7942 -1.23
H 3.4642 2.9272 -0.7021 0.50
H 3.6950 1.2075 -1.0778 0.41
H 3.6800 1.7611 0.6150 0.42
H -0.1516 3.8290 0.5134 0.33
H 1.3425 3.6418 1.4616 0.55
H -0.0811 2.6477 1.8485 0.22
H 0.4236 1.4768 -2.8897 0.45
H 1.3149 2.9703 -2.6075 0.73
H 0.2857 4.9904 -1.9679 0.44
H -1.7320 6.3744 -1.7347 0.45
H -3.9738 5.3056 -1.7992 0.45
H -4.1545 2.8767 -2.1321 0.49
H -1.5049 0.6395 -3.1232 0.50
H -3.2272 0.8638 -2.8158 0.83
H -4.5742 -1.1819 -0.9206 0.46
H -3.5065 -2.3456 -0.0941 0.40
H -3.3982 -2.1214 -1.8559 0.42
H -4.0791 1.5158 0.3924 0.47
H -2.4916 2.0966 0.9416 0.32
H -3.2498 0.6812 1.7318 0.44
O 0.0621 -0.2246 2.2863 -0.09
N -0.4533 -0.9292 3.3232 0.24
C -0.5067 -0.3158 4.5251 -0.32
C -1.0301 -0.9907 5.5944 -0.72
C -1.5007 -2.2950 5.4179 -0.25
C -1.4359 -2.8875 4.1734 -0.77
C -0.8966 -2.1814 3.1033 0.67
S -0.7624 -2.8058 1.4822 -0.34
H -0.1217 0.6923 4.5613 0.53
H -1.0712 -0.5025 6.5574 0.46
H -1.9161 -2.8389 6.2557 0.45
H -1.7932 -3.8934 4.0023 0.49
Br 6.6107 -3.1716 1.1629 0.00
C 4.9210 -2.4659 0.9015 -0.32
C 4.4332 -1.4690 1.7453 -0.81
C 3.1680 -0.9873 1.5185 -0.42
N 2.3862 -1.4381 0.5133 0.29
C 2.8637 -2.3966 -0.3153 0.50
C 4.1186 -2.9353 -0.1357 -0.59
C 1.9341 -2.7826 -1.3958 1.28
C 2.2595 -3.7150 -2.3551 -0.79
C 1.3468 -4.0033 -3.3668 -0.34
Br 1.7514 -5.2458 -4.6747 0.00
C 0.1303 -3.3288 -3.3745 -0.99
C -0.1254 -2.4243 -2.3687 -0.27
N 0.7395 -2.1387 -1.3781 0.23
H 5.0299 -1.0833 2.5595 0.52
H 2.7379 -0.2236 2.1529 0.72
H 4.4913 -3.7101 -0.7887 0.51
H 3.2152 -4.2168 -2.3381 0.50
H -0.6045 -3.5093 -4.1460 0.52
H -1.0712 -1.9050 -2.3564 0.37
```

Summary:
**Relative energy (zero: lowest compared OMol25 entry of this formula, charge and spin)**: 0.0 kJ/mol
**LUMO (alpha / beta)**: -10.0 / -9.9 eV
**Multiplicity**: 3
**E_HOMO (alpha / beta)**: -15.85 / -15.88 eV
**Net charge**: +3

8.
# C11H26MnN5O2S2

A molecular structure, C11H26MnN5O2S2 (ωB97M-V/def2-TZVPD, OMol25).

Structure (XYZ):
```
47
Properties=species:S:1:pos:R:3:mulliken_charge:R:1
Mn 0.3892 0.2717 0.1082 0.71
C -0.8661 -2.1991 1.9067 -0.73
C 0.1160 -2.7893 0.8980 -0.95
N 1.1772 -1.8368 0.5608 -0.03
C 2.3327 -1.7972 1.4675 -0.91
C 2.0858 -1.1094 2.8079 -0.59
S 1.2984 0.5314 2.6968 -0.09
C -0.2763 0.2957 3.5726 -0.70
C -1.4947 0.0607 2.6756 -0.72
N -1.1985 -0.8182 1.5455 -0.07
H -1.7585 -2.8288 1.9555 0.41
H -0.4349 -2.2096 2.9056 0.26
H 0.5221 -3.7295 1.2863 0.38
H -0.4166 -3.0256 -0.0256 0.40
H 1.5424 -2.0448 -0.3631 0.27
H 2.6970 -2.8100 1.6771 0.41
H 3.1177 -1.2628 0.9369 0.39
H 1.4928 -1.7160 3.4897 0.35
H 3.0521 -0.9603 3.2882 0.53
H -0.1327 -0.5120 4.2892 0.40
H -0.4390 1.1968 4.1628 0.46
H -2.3072 -0.3253 3.3028 0.37
H -1.8383 1.0116 2.2621 0.30
H -1.9880 -0.7987 0.9073 0.29
N 0.7120 2.5879 0.0858 -0.49
C 2.0029 3.0254 -0.5158 -0.61
C 2.2149 2.3472 -1.8714 -0.53
C 1.9534 0.8790 -1.6154 0.70
O 2.5989 0.3155 -0.7043 -0.56
O 0.9061 0.3497 -2.1101 -0.90
H -0.0600 2.9279 -0.4840 0.25
H 0.6158 3.0238 0.9971 0.25
H 2.7937 2.7070 0.1608 0.33
H 2.0467 4.1106 -0.6187 0.39
H 3.2348 2.5243 -2.2100 0.31
H 1.5171 2.7198 -2.6203 0.31
C -1.9589 -0.4795 -4.4895 -1.16
N -1.6589 -0.0945 -3.1200 0.01
C -2.5180 0.5532 -2.3415 0.61
N -3.7550 0.7880 -2.7890 -0.39
S -2.1007 1.0936 -0.7714 -0.54
H -1.1609 -1.1249 -4.8450 0.33
H -2.0289 0.3850 -5.1546 0.38
H -2.8865 -1.0509 -4.5341 0.42
H -0.6780 0.0458 -2.8741 0.34
H -4.0508 0.5399 -3.7170 0.19
H -4.4124 1.2315 -2.1721 0.22
```

Summary:
**Relative energy (zero: lowest compared OMol25 entry of this formula, charge and spin)**: 0.0 kJ/mol
**LUMO (alpha / beta)**: -2.0 / -2.0 eV
**Multiplicity**: 6
**E_HOMO (alpha / beta)**: -11.38 / -11.74 eV
**Net charge**: +1